DFT (the ωB97M-V functional and the def2-TZVPD basis) results for a molecular structure, C5H5O3PS.

Calculated total energy: -1158.76248 hartree
Highest occupied orbital energy: 0.00 eV
Largest force on an atom: 0.0769 Eh/bohr
Gap between HOMO and LUMO: 5.34 eV
Charge: -2

XYZ file:
```
15
C5H5O3PS the ωB97M-V functional and the def2-TZVPD basis
C 2.0328 0.4087 -0.2659
C 2.6724 1.6185 -0.1482
C 0.6604 0.4925 0.1244
C 0.2470 1.7046 0.5702
C -0.2194 -0.8227 0.0355
O -2.4680 -2.0613 0.9987
O -3.4226 0.2471 0.4240
O -2.9149 -1.5603 -1.4156
P -2.8257 -1.0265 -0.0033
S 1.5898 2.8085 0.4196
H 2.3064 -0.5353 -0.5980
H 3.6235 2.0016 -0.2504
H 0.1773 -1.2738 -0.8757
H -0.1901 -1.4579 1.0194
H -1.2689 -0.5436 -0.0348
```

=====

DFT (the ωB97M-V functional and the def2-TZVPD basis) results for 4 unconnected molecules or ions with the total composition C2H13NO4.

Calculated total energy: -439.65356 hartree
Highest occupied orbital energy: -10.02 eV
Largest force on an atom: 0.0973 Eh/bohr
Gap between HOMO and LUMO: 10.40 eV
SMILES: NCCO.O.O.O

XYZ file:
```
20
C2H13NO4 the ωB97M-V functional and the def2-TZVPD basis
N 2.1933 -0.4623 0.8741
C 2.3184 -0.2911 -0.6836
C 0.9456 -0.5804 -1.2565
O 0.3231 0.7289 -1.5452
H 2.7573 0.2746 1.3430
H 2.5084 -1.4405 1.0545
H 3.1682 -1.0768 -0.9621
H 2.6727 0.7604 -0.8951
H 0.3680 -1.1856 -0.6950
H 0.9734 -1.0944 -2.1398
H -0.4419 0.7981 -1.0013
O -2.1490 1.6753 0.7804
H -1.3122 1.2534 1.1793
H -2.9315 1.3155 1.3145
O -0.6848 -0.3555 1.8797
H -0.8082 -1.0281 2.6382
H 0.1790 -0.2603 1.5392
O -2.2752 -0.6354 -0.7601
H -1.6231 -1.3132 -0.4355
H -2.1595 0.1564 -0.2558
```

=====

DFT (the ωB97M-V functional and the def2-TZVPD basis) results for a molecular structure, C10H16N3.

Calculated total energy: -554.49090 hartree
Highest occupied orbital energy: -13.99 eV
Largest force on an atom: 0.0873 Eh/bohr
Gap between HOMO and LUMO: 9.23 eV
Charge: +1

XYZ file:
```
29
C10H16N3 the ωB97M-V functional and the def2-TZVPD basis
C -1.6340 -0.9074 0.3291
C -0.1941 -1.4286 -1.5340
C -1.3680 0.7111 -1.6068
C 0.6742 -1.0503 0.7788
C -0.4283 1.2513 0.7394
C 1.1482 0.5860 -1.0586
C -0.3564 -1.7042 -0.1254
C -1.5676 0.5019 -0.1083
C -0.0042 0.0581 -1.8891
C 0.6848 0.3885 0.3918
N 2.2689 1.5364 3.5779
N 2.2598 0.9826 1.3918
N 2.4219 1.2233 2.4855
H -2.6222 -1.3718 -0.0379
H -1.6769 -0.9029 1.4387
H 0.5574 -1.9828 -1.9379
H -1.1986 -1.6907 -2.0061
H -2.1300 0.2041 -2.2890
H -1.4364 1.6859 -1.8184
H 0.4661 -1.4198 1.8545
H 1.6669 -1.3922 0.3071
H -0.4226 2.3531 0.2700
H -0.8019 1.2160 1.7538
H 2.0628 -0.1102 -1.3399
H 1.5612 1.5849 -1.3411
H -0.2918 -2.7549 0.1928
H -2.4603 0.9094 0.1701
H 0.0726 0.0993 -2.9590
H 2.7485 1.4241 4.3701
```

=====

DFT (the ωB97M-V functional and the def2-TZVPD basis) results for a molecular structure, C6H7Br15Cl2.

Calculated total energy: -39762.95624 hartree
Highest occupied orbital energy (alpha / beta): -12.26 / -12.24 eV
Largest force on an atom: 0.0434 Eh/bohr
Gap between HOMO and LUMO (alpha / beta): 7.85 / 2.62 eV
Charge: +1
Multiplicity: 2

XYZ file:
```
30
C6H7Br15Cl2 the ωB97M-V functional and the def2-TZVPD basis
C -13.1013 2.9953 -29.2480
Cl -12.6386 4.6980 -29.3992
Cl -11.8793 2.1032 -30.2172
H -13.1012 2.7956 -28.1764
H -14.1026 2.9168 -29.6714
C -10.9004 0.7490 -26.9451
Br -10.0602 2.4917 -27.2318
Br -10.5511 -0.5547 -28.4079
Br -12.7497 0.8205 -26.2586
H -10.2837 0.4200 -26.1088
C -14.2235 -1.7039 -30.0703
Br -15.6632 -2.9134 -30.6866
Br -15.0381 0.1564 -30.0373
Br -12.7709 -1.8271 -31.3442
H -13.8474 -1.9904 -29.0882
C -13.2517 4.0884 -33.6996
Br -13.7493 3.7661 -35.6791
Br -14.6646 3.2590 -32.5872
Br -13.2260 6.0447 -33.2593
H -12.2828 3.6468 -33.4665
C -9.0604 4.1195 -31.3052
Br -9.4355 3.6296 -33.1713
Br -7.8693 5.7034 -31.1717
Br -8.2841 2.6689 -30.2724
H -10.0302 4.3371 -30.8579
C -16.9429 4.3769 -29.6607
Br -16.8536 2.7746 -28.5114
Br -15.8203 5.9311 -29.0383
Br -18.8421 4.9383 -29.7590
H -16.5824 4.0530 -30.6371
```

=====

DFT (the ωB97M-V functional and the def2-TZVPD basis) results for 7 unconnected molecules or ions with the total composition C39H36N6O13.

Calculated total energy: -2813.72253 hartree
Highest occupied orbital energy: -9.63 eV
Largest force on an atom: 0.0872 Eh/bohr
Gap between HOMO and LUMO: 8.83 eV
SMILES: O=[N+]([O-])c1ccccc1.O=[N+]([O-])c1ccccc1.O=[N+]([O-])c1ccccc1.O=[N+]([O-])c1ccccc1.O=[N+]([O-])c1ccccc1.O=[N+]([O-])c1ccccc1.CC(C)=O

XYZ file:
```
94
C39H36N6O13 the ωB97M-V functional and the def2-TZVPD basis
O 0.2845 -0.8939 28.8565
N 1.1534 -0.4936 29.6611
O 1.3995 0.6339 29.8018
C 1.7514 -1.4642 30.5551
C 2.6183 -1.1180 31.5326
C 3.1582 -2.1624 32.3634
C 2.7669 -3.5002 32.1752
C 1.9043 -3.8326 31.1461
C 1.4057 -2.8365 30.3202
H 2.8676 -0.0766 31.6726
H 3.7215 -1.9757 33.2657
H 3.0188 -4.2546 32.9059
H 1.6094 -4.8659 31.0376
H 0.8392 -3.1821 29.4682
O 9.1228 -9.9129 29.5949
N 8.6662 -8.8737 29.1254
O 9.4378 -8.0897 28.6411
C 7.2175 -8.5153 29.2605
C 6.8879 -7.1018 29.1079
C 5.6373 -6.6509 29.3666
C 4.6350 -7.5825 29.5735
C 4.8889 -8.9168 29.7113
C 6.1866 -9.4121 29.6050
H 7.6608 -6.3799 28.8892
H 5.3633 -5.6062 29.3724
H 3.6882 -7.0912 29.7424
H 4.1750 -9.6297 30.0968
H 6.4524 -10.4318 29.8415
O 7.4545 -11.0246 34.5696
N 7.5135 -10.2773 33.5871
O 8.2181 -10.5116 32.5826
C 6.6668 -9.0590 33.5008
C 7.0126 -7.9234 32.7306
C 6.2853 -6.7523 32.8596
C 5.2126 -6.6722 33.7500
C 4.9491 -7.7470 34.5682
C 5.5717 -8.9784 34.3407
H 7.8466 -7.9852 32.0472
H 6.3633 -5.8365 32.2924
H 4.5832 -5.7958 33.7022
H 4.0722 -7.6491 35.1909
H 5.2363 -9.8551 34.8749
O 12.4127 -6.3900 32.3380
N 11.2845 -6.3070 32.8144
O 10.4286 -5.6479 32.2666
C 10.9007 -7.0322 33.9903
C 11.7016 -8.0588 34.5057
C 11.3502 -8.6942 35.6919
C 10.2774 -8.2591 36.3934
C 9.4657 -7.2737 35.9167
C 9.8257 -6.5872 34.7659
H 12.6520 -8.3805 34.1062
H 12.0503 -9.3736 36.1552
H 9.9969 -8.7679 37.3038
H 8.6898 -7.0945 36.6462
H 9.1841 -5.7587 34.5046
O 11.3638 -2.0028 33.4567
N 11.9107 -0.9257 33.6078
O 12.2591 -0.5179 34.6648
C 12.1498 -0.1502 32.4058
C 11.8366 -0.6548 31.1553
C 12.1533 0.0022 29.9428
C 12.7565 1.2821 30.0306
C 13.0710 1.8140 31.2640
C 12.7282 1.1204 32.4470
H 11.4411 -1.6548 31.2557
H 11.9748 -0.4521 28.9794
H 12.9164 1.7336 29.0627
H 13.4986 2.8053 31.2947
H 12.9038 1.5070 33.4400
O 9.4999 1.4729 33.3287
N 8.8461 1.5849 32.3195
O 7.8693 0.9399 31.9544
C 9.2182 2.7743 31.4716
C 8.4303 3.0689 30.3639
C 8.6466 4.2314 29.5497
C 9.7672 4.9664 29.8975
C 10.6991 4.6513 30.9757
C 10.4197 3.5442 31.7956
H 7.5784 2.4877 30.0431
H 7.9756 4.5141 28.7521
H 9.8416 5.8331 29.2575
H 11.5021 5.3275 31.2293
H 11.2020 3.3178 32.5049
C 8.8411 -2.3219 31.7470
C 7.6497 -3.3043 31.3828
C 6.2784 -2.6824 31.0698
O 7.8977 -4.4657 31.1116
H 9.5726 -2.9751 32.2228
H 8.5478 -1.4912 32.3888
H 9.3902 -1.9139 30.8984
H 5.5639 -3.4986 30.9624
H 6.2378 -2.3284 30.0396
H 5.8736 -1.9880 31.8061
```

=====

DFT (the ωB97M-V functional and the def2-TZVPD basis) results for C7H9NO in the gas phase.

Calculated total energy: -401.88438 hartree
Highest occupied orbital energy: -8.63 eV
Largest force on an atom: 0.0953 Eh/bohr
Gap between HOMO and LUMO: 9.54 eV
SMILES: C1=C[C@@H]2OC[C@@H]2[C@@H]2N[C@@H]12

XYZ file:
```
18
C7H9NO the ωB97M-V functional and the def2-TZVPD basis
C 1.7190 -0.9530 0.0343
C 1.4440 -0.3069 1.1622
C -0.0491 0.0708 1.2279
O -1.1423 -0.9182 1.2000
C -1.9663 0.0157 0.2900
C -0.8014 0.8967 -0.0117
C 0.2774 0.7661 -0.9767
N 0.5332 0.1101 -2.2029
C 0.6382 -0.6866 -1.0231
H 2.6455 -1.2759 -0.4237
H 2.2005 -0.3464 1.9959
H -0.1155 0.7300 2.1095
H -2.7984 0.4421 1.0193
H -2.4190 -0.7414 -0.4375
H -0.8581 2.0720 0.2531
H 1.2588 1.3129 -0.5121
H -0.2437 0.0648 -2.8172
H -0.3227 -1.2529 -0.8872
```